Here is a structure of composition C41H50BFN11O4SZr at a distorted geometry from the Open Molecules 2025 dataset. Energies are from wB97M-V/def2-TZVPD.

E_HOMO (alpha / beta): -9.38 / -11.32 eV
Total charge: +2
<S²>: 0.78
Maximum force: 1.10 eV/A
LUMO energy (alpha / beta): -4.2 / -4.2 eV
Multiplicity: 2
HOMO-LUMO gap (alpha / beta): 5.2 / 7.1 eV
Relative energy (zero: lowest compared OMol25 entry of this formula, charge and spin): 1.1273 eV

Element x y z (Å)
Zr -0.957 0.756 1.795
C -0.686 1.942 5.446
C -1.781 2.489 4.595
C -2.661 3.511 4.932
C -3.488 3.674 3.834
C -4.620 4.630 3.641
N -3.114 2.788 2.904
N -2.057 2.039 3.363
B -3.773 2.489 1.537
N -4.055 0.970 1.446
N -3.030 0.072 1.404
C -3.578 -1.151 1.322
C -2.763 -2.394 1.192
C -4.959 -1.034 1.338
C -5.225 0.327 1.423
C -6.543 1.026 1.474
N -2.796 2.891 0.409
N -1.567 2.289 0.287
C -0.950 2.873 -0.757
C 0.406 2.468 -1.218
C -1.776 3.844 -1.295
C -2.937 3.826 -0.533
C -4.158 4.673 -0.668
H -0.985 1.986 6.492
H -0.439 0.919 5.177
H 0.228 2.525 5.328
H -2.689 4.063 5.856
H -4.701 5.273 4.514
H -4.467 5.260 2.765
H -5.568 4.107 3.512
H -4.794 3.097 1.430
H -1.783 -2.184 0.763
H -2.632 -2.877 2.162
H -3.270 -3.098 0.533
H -5.682 -1.834 1.295
H -7.347 0.294 1.422
H -6.656 1.591 2.400
H -6.655 1.724 0.645
H 0.484 1.385 -1.271
H 0.584 2.868 -2.214
H 1.180 2.842 -0.546
H -1.567 4.477 -2.141
H -4.048 5.331 -1.527
H -5.052 4.065 -0.811
H -4.314 5.290 0.217
C 6.529 -1.213 0.459
C 5.871 0.154 0.359
N 4.412 0.089 0.346
C 3.713 0.527 1.451
C 2.365 0.434 1.506
C 1.537 1.006 2.610
O 1.564 0.572 3.741
O 0.653 1.918 2.180
C 1.635 -0.162 0.454
O 0.289 -0.298 0.584
C 2.312 -0.504 -0.728
C 1.626 -0.957 -1.864
C 2.313 -1.180 -3.035
F 1.598 -1.553 -4.125
C 3.684 -1.012 -3.141
C 4.379 -0.605 -1.988
C 3.728 -0.341 -0.798
N 4.426 -1.179 -4.352
C 3.956 -2.124 -5.348
C 5.111 -2.508 -6.249
N 5.649 -1.256 -6.904
C 6.067 -0.234 -5.873
C 4.885 0.052 -4.971
H 7.615 -1.107 0.463
H 6.253 -1.861 -0.373
H 6.232 -1.707 1.384
H 6.210 0.697 -0.526
H 6.150 0.758 1.220
H 4.297 0.965 2.248
H 0.546 -1.067 -1.836
H 5.457 -0.525 -2.058
H 3.135 -1.720 -5.959
H 3.589 -3.026 -4.866
H 4.815 -3.196 -7.038
H 5.931 -2.934 -5.675
H 4.914 -0.851 -7.489
H 6.429 -1.483 -7.520
H 6.410 0.653 -6.402
H 6.890 -0.675 -5.316
H 4.084 0.532 -5.559
H 5.195 0.762 -4.207
O -1.069 -0.832 3.197
N -0.243 -1.677 3.804
C -0.424 -1.883 5.114
C 0.416 -2.740 5.791
C 1.432 -3.382 5.102
C 1.578 -3.153 3.744
C 0.721 -2.285 3.104
H -1.249 -1.348 5.557
H 0.265 -2.888 6.850
H 2.100 -4.058 5.619
H 2.353 -3.635 3.167
H 0.760 -2.037 2.053
S -2.211 -0.366 -1.796
C -2.861 -1.837 -2.264
N -4.214 -1.963 -2.413
C -4.868 -3.092 -2.796
C -4.176 -4.225 -3.054
C -2.767 -4.179 -2.915
C -2.133 -3.035 -2.535
H -4.739 -1.118 -2.229
H -5.943 -3.016 -2.873
H -4.691 -5.123 -3.359
H -2.187 -5.071 -3.117
H -1.058 -2.993 -2.430

Here is a structure of composition C41H50ClN4O5RuS at a distorted geometry from the Open Molecules 2025 dataset. Energies are from wB97M-V/def2-TZVPD.

E_HOMO (alpha / beta): -11.11 / -11.49 eV
Total charge: +1
<S²>: 6.01
Maximum force: 1.63 eV/A
LUMO energy (alpha / beta): -4.0 / -4.3 eV
Multiplicity: 5
HOMO-LUMO gap (alpha / beta): 7.1 / 7.2 eV

Element x y z (Å)
Ru -0.465 0.451 0.542
O -3.514 -0.092 5.881
C -2.970 -1.280 5.634
O -3.083 -2.215 6.393
C -2.245 -1.462 4.328
C -1.826 -2.668 3.837
Cl -1.857 -4.190 4.569
N -1.282 -2.480 2.590
N -1.344 -1.190 2.269
C -1.902 -0.562 3.281
C -1.970 0.914 3.131
O -2.536 1.586 3.983
O -1.344 1.396 2.113
C -0.896 -3.389 1.560
C 0.148 -2.990 0.747
C 0.367 -3.613 -0.477
C -0.401 -4.705 -0.840
C -1.388 -5.176 0.033
C -1.668 -4.504 1.214
H -3.244 0.594 5.224
H 0.763 -2.147 1.033
H 1.111 -3.206 -1.148
H -0.207 -5.210 -1.758
H -1.952 -6.054 -0.252
H -2.508 -4.794 1.856
C -1.804 5.085 0.358
C -1.837 3.666 -0.244
C -3.237 3.058 -0.074
C -1.392 3.601 -1.672
C -2.063 4.389 -2.616
C -1.775 4.287 -3.972
C -0.787 3.442 -4.399
C -0.031 2.671 -3.481
C 1.032 1.764 -4.027
C 0.456 0.776 -5.048
C 2.144 2.598 -4.662
C -0.354 2.740 -2.116
N 0.352 2.008 -1.129
C 1.626 2.074 -1.065
C 2.397 1.280 -0.099
N 1.885 0.368 0.652
C 2.769 -0.422 1.448
C 3.700 -1.322 0.854
C 4.510 -2.056 1.753
C 4.382 -1.920 3.105
C 3.418 -1.103 3.640
C 2.620 -0.303 2.837
C 1.765 0.730 3.490
C 2.628 1.985 3.693
C 1.081 0.240 4.765
C 3.871 -1.550 -0.634
C 3.991 -3.036 -0.981
C 5.169 -0.875 -1.159
H -1.919 5.041 1.423
H -2.600 5.697 -0.062
H -0.833 5.523 0.144
H -1.141 3.096 0.412
H -3.981 3.627 -0.662
H -3.567 3.094 0.982
H -3.253 2.004 -0.407
H -2.855 5.081 -2.324
H -2.373 4.834 -4.701
H -0.594 3.336 -5.442
H 1.458 1.153 -3.238
H 0.156 1.275 -5.981
H -0.433 0.256 -4.653
H 1.238 0.054 -5.291
H 1.717 3.352 -5.336
H 2.871 1.994 -5.221
H 2.699 3.135 -3.862
H 2.221 2.767 -1.651
H 3.458 1.506 -0.097
H 5.260 -2.704 1.368
H 5.014 -2.479 3.768
H 3.316 -1.044 4.715
H 0.968 1.034 2.824
H 3.471 1.743 4.353
H 2.055 2.814 4.109
H 3.053 2.343 2.736
H 1.783 0.144 5.617
H 0.630 -0.752 4.629
H 0.293 0.967 5.083
H 3.005 -1.141 -1.188
H 4.977 -3.437 -0.694
H 3.954 -3.152 -2.064
H 3.228 -3.665 -0.502
H 6.065 -1.284 -0.662
H 5.159 0.199 -0.973
H 5.271 -1.053 -2.238
O -1.449 -0.421 -1.124
S -2.892 -0.811 -0.774
C -3.019 -2.569 -1.282
C -4.124 -2.675 -2.295
C -4.051 -1.428 -3.202
C -3.885 -0.274 -2.200
H -3.061 -3.218 -0.426
H -2.060 -2.714 -1.794
H -5.108 -2.756 -1.839
H -4.016 -3.584 -2.887
H -4.949 -1.265 -3.815
H -3.191 -1.494 -3.870
H -4.866 0.041 -1.807
H -3.399 0.618 -2.564

Here is a cluster of 8 separate species, C41H50N8O2PS in total at a distorted geometry from the Open Molecules 2025 dataset. Energies are from wB97M-V/def2-TZVPD.

E_HOMO: -4.26 eV
Total charge: -1
Maximum force: 4.38 eV/A
LUMO energy: 2.3 eV
HOMO-LUMO gap: 6.5 eV

Element x y z (Å)
C 4.567 -0.499 2.927
C 3.573 0.744 2.705
N 3.482 1.496 3.790
C 2.860 1.097 1.353
P 1.077 0.372 1.114
S 1.145 -0.823 2.936
C 0.238 1.874 1.943
C -1.107 1.564 2.749
O -2.170 1.007 1.932
C -2.708 -0.091 2.590
O -3.504 -0.865 1.991
H 4.251 -0.970 3.907
H 5.622 -0.099 3.092
H 4.504 -1.254 2.093
H 2.880 2.308 3.607
H 3.500 0.678 0.486
H 2.867 2.224 1.216
H -0.212 -0.259 0.829
H 1.681 -0.747 0.386
H 1.020 1.104 -0.157
H 1.113 -0.033 4.071
H 0.089 2.680 1.141
H 0.919 2.351 2.721
H -0.919 0.988 3.717
H -1.470 2.594 3.114
H -2.533 -0.338 3.691
N -7.763 1.327 -1.483
C -6.587 1.848 -1.101
C -5.652 1.166 -0.341
C -5.944 -0.127 0.054
C -7.153 -0.692 -0.325
C -8.021 0.071 -1.089
H -6.403 2.866 -1.432
H -4.716 1.636 -0.064
H -5.234 -0.689 0.650
H -7.415 -1.702 -0.034
H -8.978 -0.327 -1.413
N -1.871 5.358 -2.773
C -1.649 4.406 -1.854
C -2.486 4.164 -0.778
C -3.617 4.953 -0.638
C -3.870 5.948 -1.571
C -2.973 6.108 -2.614
H -0.751 3.817 -2.006
H -2.258 3.378 -0.068
H -4.296 4.794 0.193
H -4.744 6.582 -1.491
H -3.128 6.868 -3.373
N -4.115 -4.263 4.514
C -3.438 -3.460 3.678
C -2.106 -3.138 3.822
C -1.414 -3.665 4.901
C -2.084 -4.498 5.788
C -3.424 -4.765 5.550
H -4.016 -3.067 2.851
H -1.621 -2.487 3.104
H -0.366 -3.431 5.049
H -1.578 -4.929 6.642
H -3.990 -5.413 6.212
N 5.233 -0.467 -0.792
C 6.226 0.364 -1.140
C 6.673 0.532 -2.441
C 6.060 -0.202 -3.444
C 5.030 -1.068 -3.112
C 4.656 -1.164 -1.780
H 6.675 0.914 -0.319
H 7.479 1.220 -2.663
H 6.380 -0.099 -4.475
H 4.528 -1.656 -3.869
H 3.853 -1.825 -1.472
N -0.421 -6.780 7.849
C -0.655 -8.093 7.986
C 0.332 -9.063 7.933
C 1.641 -8.655 7.722
C 1.911 -7.303 7.575
C 0.852 -6.412 7.647
H -1.694 -8.362 8.146
H 0.084 -10.110 8.054
H 2.442 -9.384 7.673
H 2.920 -6.949 7.408
H 1.014 -5.345 7.541
N 3.355 -0.328 -6.015
C 2.339 0.480 -6.349
C 1.280 0.095 -7.155
C 1.269 -1.201 -7.649
C 2.311 -2.057 -7.320
C 3.321 -1.575 -6.504
H 2.396 1.484 -5.941
H 0.484 0.791 -7.390
H 0.459 -1.540 -8.284
H 2.336 -3.075 -7.688
H 4.155 -2.208 -6.216
N 0.781 4.385 -5.709
C 0.130 5.466 -5.248
C 0.052 6.668 -5.936
C 0.684 6.763 -7.166
C 1.364 5.661 -7.663
C 1.381 4.504 -6.901
H -0.345 5.344 -4.279
H -0.489 7.508 -5.518
H 0.646 7.687 -7.734
H 1.870 5.699 -8.619
H 1.898 3.614 -7.248

Number 1: calculated total energy -83413.4682 eV. Number 2: calculated total energy -85460.3038 eV. Number 3: calculated total energy -79463.9389 eV.